# 1
Here is C35H88O16Si2 as an isolated structure from the Open Molecules 2025 dataset. Energies are from ωB97M-V/def2-TZVPD.

CARTESIAN COORDINATES (ANGSTROEM)
C  -3.0894  -1.5602  1.1394
C  -3.2594  -1.8998  -0.3549
C  -1.9823  -2.2734  -1.1180
C  -1.0690  -3.2972  -0.4282
Si  0.3435  -3.8319  -1.5176
O  1.6123  -2.7640  -1.4472
Si  1.8812  -1.5100  -2.4953
C  2.4960  -0.0151  -1.5429
O  1.5149  0.5616  -0.6738
C  1.4030  -0.1252  0.5577
C  0.5524  0.6899  1.5235
O  0.1329  -0.1247  2.6005
C  1.1371  -0.3806  3.5591
C  0.5881  -1.3876  4.5582
O  0.2389  -2.5966  3.9112
C  1.0769  -3.7044  4.1792
C  2.5457  -3.5108  3.8234
H  -3.7543  -2.1651  1.7620
H  -2.0692  -1.7289  1.4986
H  -3.3262  -0.5095  1.3443
H  -3.9857  -2.7136  -0.4723
H  -3.7031  -1.0367  -0.8670
H  -1.4134  -1.3643  -1.3605
H  -2.2905  -2.6979  -2.0839
H  -0.6461  -2.9003  0.5044
H  -1.6368  -4.1981  -0.1481
H  0.8654  -5.1584  -1.1185
H  -0.1299  -3.8908  -2.9228
H  2.9204  -1.8903  -3.4819
H  0.6244  -1.1852  -3.2059
H  3.3973  -0.2868  -0.9724
H  2.8019  0.7569  -2.2589
H  0.9183  -1.1037  0.4297
H  2.4078  -0.3017  0.9742
H  -0.3586  1.0242  1.0173
H  1.0978  1.5702  1.8891
H  1.4075  0.5583  4.0647
H  2.0348  -0.8061  3.0864
H  -0.3187  -0.9741  5.0181
H  1.3206  -1.5551  5.3561
H  0.9709  -4.0113  5.2317
H  0.6725  -4.5167  3.5654
H  2.6649  -3.3111  2.7556
H  3.0857  -4.4356  4.0582
H  3.0243  -2.7087  4.3982
C  1.8725  3.2550  -3.2818
O  3.0521  3.3370  -4.0612
C  2.8424  3.1479  -5.4502
C  2.7684  4.4609  -6.1978
O  1.6268  5.2104  -5.8241
C  1.8932  6.2639  -4.9177
H  2.1366  3.5490  -2.2674
H  1.0896  3.9195  -3.6543
H  1.4872  2.2301  -3.2605
H  1.9224  2.5793  -5.6228
H  3.6820  2.5612  -5.8355
H  2.6969  4.2551  -7.2704
H  3.6821  5.0382  -6.0224
H  2.4306  7.0809  -5.4121
H  2.4750  5.9212  -4.0584
H  0.9335  6.6396  -4.5650
C  2.2400  -10.8589  -3.5716
O  3.1389  -9.8607  -3.1296
C  2.8652  -8.5725  -3.6536
C  2.1447  -7.6960  -2.6550
O  0.8461  -8.1829  -2.3615
C  0.7592  -8.8636  -1.1254
H  2.4493  -11.7583  -2.9954
H  1.1998  -10.5640  -3.4119
H  2.3887  -11.0790  -4.6345
H  2.2701  -8.6516  -4.5691
H  3.8219  -8.1068  -3.9095
H  2.0330  -6.6925  -3.0774
H  2.7368  -7.6126  -1.7380
H  0.8725  -8.1685  -0.2860
H  1.5165  -9.6476  -1.0427
H  -0.2301  -9.3152  -1.0753
C  -2.2679  6.9702  -3.7099
O  -1.3097  7.6865  -2.9513
C  -1.4335  9.0945  -3.0678
C  -2.1441  9.6965  -1.8763
O  -3.4875  9.2544  -1.7952
C  -3.7002  8.2437  -0.8275
H  -2.2003  5.9242  -3.4155
H  -3.2813  7.3308  -3.5203
H  -2.0529  7.0482  -4.7814
H  -1.9736  9.3522  -3.9844
H  -0.4263  9.5171  -3.1377
H  -2.1518  10.7860  -1.9779
H  -1.6032  9.4447  -0.9582
H  -3.6400  8.6540  0.1868
H  -2.9761  7.4315  -0.9283
H  -4.7008  7.8459  -0.9858
C  6.1301  -1.8535  -0.3760
O  6.1938  -0.6087  -1.0450
C  6.0920  0.5112  -0.1813
C  7.4339  1.1466  0.0994
O  8.2847  0.2835  0.8336
C  9.2607  -0.3649  0.0412
H  6.3683  -2.6245  -1.1064
H  6.8456  -1.9048  0.4486
H  5.1223  -2.0402  0.0147
H  5.6186  0.2184  0.7625
H  5.4455  1.2463  -0.6718
H  7.2802  2.0512  0.6956
H  7.9060  1.4379  -0.8443
H  10.0124  0.3468  -0.3168
H  8.8117  -0.8700  -0.8179
H  9.7506  -1.1027  0.6741
C  -4.9491  -0.1927  4.7032
O  -4.9644  -0.4225  6.1011
C  -5.7712  -1.5187  6.4899
C  -4.9439  -2.7544  6.7691
O  -4.3041  -3.2391  5.6017
C  -2.9473  -2.8492  5.4947
H  -4.1815  0.5511  4.5006
H  -4.7190  -1.1047  4.1483
H  -5.9120  0.2011  4.3609
H  -6.5125  -1.7408  5.7151
H  -6.3070  -1.2342  7.4012
H  -5.5970  -3.5469  7.1475
H  -4.2022  -2.5276  7.5423
H  -2.3309  -3.3663  6.2394
H  -2.8311  -1.7698  5.6209
H  -2.5991  -3.1263  4.5018
C  -4.9745  5.2707  1.9572
O  -5.0911  4.6038  0.7140
C  -4.1943  3.5138  0.5764
C  -4.8832  2.1876  0.8057
O  -5.3595  2.0657  2.1354
C  -6.7509  2.2889  2.2625
H  -5.8066  5.9683  2.0343
H  -5.0135  4.5701  2.7948
H  -4.0355  5.8340  2.0068
H  -3.3602  3.6200  1.2777
H  -3.7882  3.5348  -0.4397
H  -4.1681  1.3786  0.6261
H  -5.7092  2.0732  0.0965
H  -7.3229  1.4652  1.8214
H  -7.0527  3.2264  1.7889
H  -6.9730  2.3393  3.3273

Cartesian forces (eV/Å) of the 6 atoms listed first:
C 0.06 0.10 0.02
C -0.15 0.11 0.05
C 0.00 -0.06 -0.12
C -0.01 -0.04 0.09
Si 0.01 -0.23 0.13
O -0.20 0.14 -0.31

The total charge is 0. The value obtained for the total energy is -3168.9161 hartree. The calculation puts the LUMO energy at 0.58 eV. The HOMO-LUMO gap comes out at 9.620 eV.

***

# 2
Here is C35H89F3N7O13STl as an isolated structure from the Open Molecules 2025 dataset. Energies are from ωB97M-V/def2-TZVPD.

CARTESIAN COORDINATES (ANGSTROEM)
Tl  14.5927  8.6228  15.6682
C  16.7649  13.1683  15.4099
F  18.0125  12.6555  15.5488
F  16.7594  14.3992  15.9672
F  16.4847  13.3290  14.1018
S  15.4098  12.1239  16.1350
O  14.2544  12.8945  15.7244
O  15.4716  10.8788  15.3968
O  15.6144  11.9888  17.5473
C  16.4748  9.3565  12.1180
O  15.0809  9.3211  12.3755
C  14.4848  10.5818  12.1358
C  13.1703  10.6452  12.9368
N  12.7893  11.6018  13.6887
C  11.6139  11.5349  14.5671
C  11.7971  11.6683  16.0908
O  12.4306  10.4966  16.5000
C  12.4903  10.6129  17.9122
H  16.9913  9.6316  13.0076
H  16.7565  10.1424  11.3811
H  16.9384  8.4296  11.7554
H  14.5566  11.0376  11.1258
H  15.0731  11.2509  12.7548
H  12.5157  9.7710  13.0848
H  6.6487  14.3101  13.5261
H  13.4594  12.2766  14.0490
H  10.9404  10.6694  14.2819
H  11.0797  12.4687  14.3759
H  10.7605  11.7981  16.4402
H  12.4147  12.4995  16.3511
H  13.1544  11.4475  18.1988
H  12.8099  9.7210  18.4357
H  11.4857  10.8113  18.2796
C  12.2048  18.9511  9.0074
O  13.3677  18.3934  9.5996
C  14.0009  17.4946  8.7175
C  15.3998  17.2826  9.3051
N  15.4035  16.8823  10.7153
C  16.6360  17.2105  11.4104
C  16.6284  16.7928  12.8876
O  15.5648  17.4921  13.4726
C  15.6295  17.2903  14.8768
H  11.9247  19.7782  9.6366
H  11.3402  18.2479  9.0219
H  12.3916  19.3450  7.9728
H  14.1218  17.9470  7.7538
H  13.3747  16.5971  8.6450
H  15.8523  18.2891  9.1912
H  15.9959  16.5764  8.6846
H  14.5986  17.2844  11.2102
H  16.7716  18.3482  11.3470
H  17.4871  16.8188  10.8164
H  17.5895  17.1438  13.3676
H  16.4103  15.6795  12.9978
H  15.6918  16.2189  15.0735
H  14.7842  17.6995  15.3856
H  16.5191  17.7593  15.2821
C  12.7600  15.9102  13.2604
O  12.6974  14.5363  12.7620
C  13.0006  14.3696  11.3983
C  11.8827  14.8692  10.4826
N  10.7287  14.0312  10.5555
C  10.4848  12.9461  9.7591
C  10.9471  11.6288  10.5306
O  10.0340  11.3555  11.5514
C  8.7576  10.8672  11.1597
H  13.6959  16.0835  13.7593
H  11.9042  16.2410  13.8337
H  12.8240  16.5766  12.3920
H  13.0361  13.2940  11.2044
H  13.9778  14.8279  11.1876
H  12.3398  14.8456  9.5148
H  11.5613  15.8619  10.8015
H  10.1324  14.3516  11.3146
H  11.1657  13.1195  8.9461
H  9.5141  12.8930  9.2438
H  11.9068  11.8564  10.9735
H  11.1083  10.8722  9.7588
H  8.0555  11.2169  11.9173
H  8.7616  9.7537  11.1449
H  8.4317  11.2708  10.1974
C  20.1195  11.7566  9.6986
C  19.5045  13.0200  9.0238
C  18.1772  13.6592  9.6313
O  17.0513  12.8281  9.4941
C  15.8365  13.2785  9.9992
N  20.4014  14.1964  8.9039
H  20.6126  12.0752  10.6255
H  20.8354  11.2614  9.0245
H  19.3393  11.0208  9.8701
H  19.2661  12.7444  7.9754
H  18.0448  14.6180  9.1355
H  18.4381  13.8192  10.7133
H  15.0499  12.5961  9.6459
H  15.6170  14.3133  9.6687
H  15.8168  13.3254  11.1215
H  20.9961  14.1303  8.0675
H  20.9991  14.1985  9.7163
C  13.6612  17.0416  19.0962
C  14.2031  15.7780  18.4553
C  15.7306  15.9065  18.5478
O  16.1307  16.9108  17.6321
C  17.2718  17.6961  17.9851
N  13.7251  14.4985  19.1072
H  14.0745  17.1734  20.1193
H  12.5750  17.0191  19.2206
H  13.8519  17.9189  18.4693
H  13.9126  15.7668  17.4052
H  16.2441  14.9257  18.3376
H  15.9778  16.2660  19.6063
H  18.1499  17.0563  18.0946
H  17.0293  18.2278  18.9295
H  17.4121  18.4633  17.1846
H  12.9011  14.4775  19.6712
H  14.3849  13.8096  19.4347
C  18.0726  8.7630  17.1914
C  17.0180  8.4165  18.2858
C  17.4338  8.8645  19.6624
O  16.3760  8.8104  20.5829
C  16.2258  7.6539  21.2823
N  15.7034  8.9844  17.9261
H  17.9307  8.0982  16.3172
H  19.0981  8.6473  17.4843
H  17.9743  9.7875  16.8397
H  16.7176  7.3501  18.3158
H  17.7032  9.9582  19.5638
H  18.3104  8.2653  20.0408
H  16.9202  6.8949  20.9195
H  15.2042  7.2434  21.3175
H  16.5507  7.8704  22.2915
H  15.6634  9.9936  18.0584
H  15.0672  8.6239  18.6259
C  20.3485  11.1142  14.4107
C  21.1026  9.7730  14.4858
C  21.4460  9.0633  13.2321
O  20.3009  8.4358  12.7412
C  20.5140  7.7392  11.5438
N  22.2692  9.8337  15.4115
H  21.0950  11.8018  14.0420
H  20.0700  11.4174  15.4319
H  19.4338  11.0878  13.7776
H  20.2947  9.2030  14.9480
H  22.1950  8.2868  13.4644
H  21.8833  9.7301  12.4432
H  21.3550  8.1556  10.9628
H  19.6043  7.8180  10.9375
H  20.7301  6.6547  11.7370
H  23.0155  10.3301  14.9267
H  22.0692  10.2683  16.2967

Cartesian forces (eV/Å) of the 6 atoms listed first:
Tl -0.07 -0.40 0.02
C 0.77 0.61 0.38
F -1.37 0.29 -0.18
F 0.02 -1.04 -0.21
F 0.32 -0.30 0.20
S -0.28 0.95 0.19

The total charge is +2. The value obtained for the total energy is -3617.5808 hartree. The calculation puts the LUMO energy at -10.57 eV. The HOMO-LUMO gap comes out at 1.634 eV.

***

# 3
Here is a 8-piece molecular cluster, C35H91N5O11 overall from the Open Molecules 2025 dataset. Energies are from ωB97M-V/def2-TZVPD.

CARTESIAN COORDINATES (ANGSTROEM)
C  -1.5310  3.6637  -1.8787
O  -2.4279  3.2061  -0.9093
C  -3.6629  3.9043  -0.8951
C  -4.3056  3.7076  0.4876
C  -5.4159  4.7123  0.6947
N  -3.2082  4.0034  1.4326
H  -0.6569  3.0416  -2.0810
H  -1.1975  4.7002  -1.7585
H  -2.0273  3.6531  -2.8620
H  -3.5103  4.9709  -1.0873
H  -4.2775  3.5025  -1.7101
H  -4.5594  2.6481  0.6077
H  -6.2742  4.5463  0.0395
H  -5.0250  5.7256  0.6148
H  -5.8341  4.6503  1.7045
H  -3.3649  3.6052  2.3537
H  -2.4123  3.4604  1.1135
C  -0.0894  -3.0004  1.7248
O  -0.0735  -1.9062  0.8413
C  -1.2797  -1.1449  0.9941
C  -1.1297  0.1214  0.1567
C  -0.2928  1.2016  0.8206
N  -2.5067  0.5794  -0.1376
H  -1.0433  -3.5464  1.7325
H  0.1063  -2.6910  2.7578
H  0.6374  -3.7552  1.4269
H  -2.0667  -1.7776  0.5756
H  -1.5154  -0.8890  2.0357
H  -0.7258  -0.2570  -0.7874
H  -0.0185  2.0577  0.2034
H  0.6605  0.7174  1.0795
H  -0.7615  1.6075  1.7204
H  -2.4129  1.5172  -0.5556
H  -2.9904  0.7078  0.7487
C  3.8759  6.1787  -1.1182
O  3.1123  5.0057  -1.0224
C  2.8281  4.4047  -2.2754
C  2.6004  2.9319  -1.9829
N  1.9661  2.2787  -3.1165
C  1.7230  0.8528  -2.9487
C  2.7846  -0.0519  -3.5943
O  3.1901  0.5588  -4.8196
C  3.5404  -0.3732  -5.8065
H  3.9014  6.6581  -0.1379
H  3.3664  6.9036  -1.7659
H  4.9145  6.0493  -1.4364
H  3.6822  4.5126  -2.9573
H  1.9664  4.8618  -2.7719
H  1.8673  2.8941  -1.1721
H  3.5359  2.4842  -1.6262
H  2.3850  2.4052  -4.0281
H  0.8475  0.6659  -3.5936
H  1.4462  0.5205  -1.9502
H  2.4056  -1.0609  -3.7539
H  3.6689  -0.0379  -2.9442
H  4.2132  -1.1581  -5.4370
H  4.0281  0.1547  -6.6235
H  2.6694  -0.9140  -6.2025
C  -0.8570  -2.4893  -9.4364
O  -1.7913  -2.0465  -8.4859
C  -2.3114  -3.0773  -7.6877
C  -3.2921  -2.4446  -6.7189
N  -2.5863  -1.6500  -5.7461
C  -3.4536  -0.9523  -4.8240
C  -2.6824  -0.1131  -3.7974
O  -2.6257  1.2386  -4.2475
C  -1.9443  1.4651  -5.4556
H  -0.5709  -1.6216  -10.0311
H  -1.2038  -3.2181  -10.1789
H  0.0193  -2.9048  -8.9278
H  -1.5273  -3.6167  -7.1303
H  -2.7580  -3.8999  -8.2650
H  -3.9558  -3.1365  -6.1891
H  -4.0113  -1.9119  -7.3698
H  -1.7709  -1.1868  -6.1055
H  -4.0515  -1.7166  -4.2969
H  -4.3091  -0.4318  -5.2859
H  -1.6955  -0.5541  -3.6145
H  -3.1898  -0.1460  -2.8346
H  -2.6610  1.4655  -6.2890
H  -1.1768  0.7174  -5.6591
H  -1.5364  2.4768  -5.4658
C  0.9669  -1.1525  7.9400
O  0.0894  -0.8635  6.8803
C  0.6907  -1.0099  5.6344
C  0.0517  -0.1365  4.5483
N  -0.1543  1.2677  4.9753
C  0.8847  2.1809  4.4327
C  2.1976  2.1473  5.1890
O  1.9684  1.9908  6.5990
C  3.1069  2.3038  7.3691
H  1.8069  -0.4614  8.0536
H  1.3840  -2.1563  7.7819
H  0.4383  -1.1980  8.8900
H  0.6192  -2.0360  5.2331
H  1.7802  -0.8600  5.6502
H  -0.9543  -0.5676  4.4518
H  0.5427  -0.3545  3.5991
H  0.1368  1.1959  5.9525
H  0.5207  3.2084  4.4497
H  1.0818  1.8779  3.4033
H  2.7153  3.1149  5.1264
H  2.9325  1.3834  4.9056
H  4.0136  1.7849  7.0403
H  2.8199  2.0477  8.3862
H  3.3167  3.3792  7.2988
C  -4.1389  3.0740  5.3846
C  -3.6798  1.8667  4.5871
C  -4.7691  1.4414  3.5884
O  -2.5570  2.2683  3.7836
H  -3.4459  3.2212  6.2154
H  -5.0982  2.8121  5.8497
H  -4.2864  3.9650  4.7823
H  -3.4478  0.9887  5.1953
H  -5.2033  2.3350  3.1319
H  -5.5543  0.9434  4.1591
H  -4.3772  0.8216  2.7844
H  -1.7679  2.2346  4.3551
C  1.4793  -6.0473  2.6613
C  2.3350  -6.8408  3.6548
C  3.2452  -7.8460  2.9411
O  3.0800  -5.9674  4.4794
H  2.1125  -5.3705  2.0797
H  0.7450  -5.4834  3.2324
H  1.0169  -6.7212  1.9375
H  1.5837  -7.4111  4.2059
H  2.7608  -8.8187  2.8129
H  4.1769  -8.0994  3.4469
H  3.4710  -7.5094  1.9243
H  3.8709  -5.7075  3.9981
C  3.4085  -4.3807  -2.6817
C  3.5935  -3.9088  -1.2212
C  5.0128  -3.4146  -1.0272
O  2.7581  -2.7348  -1.0617
H  2.4577  -4.9153  -2.7247
H  4.2323  -5.0454  -2.9429
H  3.3529  -3.5272  -3.3516
H  3.2452  -4.6535  -0.5047
H  5.1545  -2.4706  -1.5512
H  5.7309  -4.1927  -1.2899
H  5.2517  -3.1717  0.0140
H  1.9112  -3.0353  -0.7153

Cartesian forces (eV/Å) of the 6 atoms listed first:
C -0.24 0.55 -2.07
O 0.61 0.44 0.04
C -0.34 -0.32 -0.13
C 1.60 0.33 0.13
C -0.71 -0.39 0.49
N 0.00 -0.05 0.13

The total charge is 0. The value obtained for the total energy is -2489.2935 hartree. As for the SMILES: COC[C@H](C)N.COC[C@H](C)N.COCCNCCOC.COCCNCCOC.COCCNCCOC.CC(C)O.CC(C)O.CC(C)O. The calculation puts the LUMO energy at 0.47 eV. The HOMO-LUMO gap comes out at 8.737 eV. The relative energy (zero: lowest compared OMol25 entry of this formula, charge and spin) is 8.4 kcal/mol.